Entry 1:
ORCA calculation (wB97M-V/def2-TZVPD) on a structure of composition C22H36BrF3IO7PPdS.

The value obtained for the calculated total energy is -5424.3938 Ha. The calculation puts the energy above the lowest of the compared OMol25 structures with the same formula, charge and spin at 0.00 kcal/mol. The total charge is +2.

```
73
C22H36BrF3IO7PPdS (wB97M-V/def2-TZVPD)
C -1.664 -0.822 3.776
C -0.406 -0.340 3.047
C 0.147 -1.484 2.157
C 1.056 -1.267 0.890
C 2.152 -2.372 1.022
F 2.911 -2.149 2.079
F 1.541 -3.574 1.272
F 2.936 -2.560 -0.001
C 0.372 -1.187 -0.586
C 1.417 -0.775 -1.728
C 1.815 0.606 -2.349
C 2.324 1.932 -1.737
O 3.625 2.234 -2.224
C 4.650 2.030 -1.318
C 5.777 1.190 -1.831
O 4.597 2.528 -0.240
C -0.173 -2.582 -1.134
Br -1.410 -3.660 -0.034
C 0.821 -3.631 -1.674
C 0.158 -4.502 -2.770
C -0.796 -0.114 -0.550
I -1.618 0.206 -2.579
C -2.005 -0.435 0.359
C -3.436 -0.244 -0.048
O -3.680 1.172 -0.151
C -5.010 1.542 0.157
C -5.118 2.693 1.114
O -5.895 0.932 -0.316
C -0.216 1.264 -0.211
P -1.509 2.486 0.409
C -0.790 3.564 1.648
C -2.148 3.477 -0.940
O 0.897 1.367 0.625
S 1.979 0.275 1.148
O 3.099 0.230 0.280
O 2.155 0.599 2.512
H -1.457 -1.732 4.343
H -2.002 -0.064 4.485
H -2.498 -1.034 3.098
H 0.323 -0.078 3.809
H -0.639 0.584 2.513
H -0.671 -2.152 1.918
H 0.746 -2.060 2.866
H 1.056 -1.292 -2.620
H 2.335 -1.300 -1.500
H 2.627 0.315 -3.024
H 1.052 0.894 -3.071
H 2.358 2.030 -0.656
H 1.687 2.747 -2.103
H 5.638 0.893 -2.867
H 6.694 1.781 -1.765
H 5.903 0.333 -1.169
H -0.791 -2.302 -1.987
H 1.709 -3.190 -2.109
H 1.141 -4.299 -0.878
H 0.583 -4.268 -3.748
H -0.917 -4.329 -2.848
H 0.321 -5.563 -2.588
H -1.940 0.178 1.271
H -1.943 -1.448 0.734
H -3.765 -0.808 -0.925
H -4.047 -0.634 0.775
H -5.924 3.352 0.793
H -4.187 3.254 1.193
H -5.364 2.288 2.099
H 0.033 1.835 -1.127
H 0.298 3.452 1.653
H -1.168 3.312 2.647
H -1.096 4.588 1.428
H -3.191 3.251 -1.153
H -1.999 4.534 -0.718
H -1.581 3.200 -1.838
Pd 2.117 -4.899 2.996
```

Atomic partial charges in e from the Mulliken method, atoms 1 to 2: C -1.56; C -0.58

---

Entry 2:
ORCA calculation (wB97M-V/def2-TZVPD) on a structure of composition C22H36BrIO8PtSSi.

The value obtained for the calculated total energy is -5140.7158 Ha. The calculation puts the energy above the lowest of the compared OMol25 structures with the same formula, charge and spin at 9.54 kcal/mol.

```
71
C22H36BrIO8PtSSi (wB97M-V/def2-TZVPD)
Pt 1.359 -0.633 1.045
O -1.892 2.571 -0.459
C -1.047 1.708 0.131
O -1.250 0.528 0.209
C 0.191 2.418 0.640
O 0.841 1.712 1.667
C 0.083 1.584 2.878
C -0.489 0.184 3.083
O -1.580 0.019 3.570
O 0.358 -0.788 2.802
H -2.633 2.049 -0.803
H -0.076 3.431 0.952
H 0.898 2.474 -0.190
H -0.716 2.324 2.922
H 0.777 1.764 3.699
C 4.377 2.258 -2.758
C 5.209 2.594 -1.527
C 5.078 4.067 -1.173
C 6.671 2.222 -1.742
O 4.706 1.881 -0.387
Si 4.191 0.345 -0.202
S 2.222 0.047 -0.948
O 4.040 0.048 1.405
C 4.963 0.066 2.515
C 4.112 0.247 3.760
C 5.950 1.215 2.369
C 5.688 -1.273 2.543
O 5.321 -0.596 -0.908
C 5.323 -1.923 -1.455
C 4.854 -1.844 -2.901
C 6.770 -2.395 -1.386
C 4.425 -2.844 -0.642
H 4.709 2.850 -3.612
H 3.322 2.467 -2.574
H 4.475 1.201 -3.017
H 5.437 4.693 -1.991
H 5.661 4.290 -0.279
H 4.034 4.313 -0.973
H 7.082 2.782 -2.585
H 6.769 1.156 -1.942
H 7.253 2.461 -0.850
H 3.640 1.229 3.747
H 4.727 0.165 4.658
H 3.327 -0.509 3.797
H 5.422 2.159 2.237
H 6.603 1.067 1.508
H 6.570 1.276 3.266
H 4.986 -2.084 2.743
H 6.454 -1.274 3.320
H 6.171 -1.458 1.582
H 5.517 -1.197 -3.479
H 3.840 -1.445 -2.949
H 4.858 -2.838 -3.354
H 7.419 -1.691 -1.908
H 6.873 -3.378 -1.848
H 7.099 -2.462 -0.347
H 3.372 -2.590 -0.781
H 4.663 -2.768 0.420
H 4.573 -3.880 -0.954
Br 3.350 -5.304 2.198
C 2.609 -5.268 0.458
C 3.188 -6.083 -0.505
C 2.677 -6.104 -1.792
C 1.580 -5.322 -2.120
C 1.001 -4.510 -1.159
C 1.518 -4.473 0.132
I 0.638 -3.165 1.487
H 4.040 -6.693 -0.239
H 3.139 -6.738 -2.538
H 1.174 -5.340 -3.123
H 0.149 -3.894 -1.409
```

Atomic partial charges in e from the Mulliken method, atoms 1 to 2: Pt 1.87; O -0.49

---

Entry 3:
ORCA calculation (wB97M-V/def2-TZVPD) on a structure of composition C22H36CaN5OPS2.

The value obtained for the calculated total energy is -3024.4530 Ha. The calculation puts the energy above the lowest of the compared OMol25 structures with the same formula, charge and spin at 12.02 kcal/mol.

```
68
C22H36CaN5OPS2 (wB97M-V/def2-TZVPD)
Ca -0.529 -0.677 0.289
C 2.084 -0.622 2.068
N 0.798 0.034 2.284
C 0.143 -0.479 3.488
C -1.382 -0.471 3.374
N -1.851 -1.376 2.338
C -1.803 -2.761 2.800
C -3.184 -1.092 1.865
C -4.141 -0.481 2.662
C -5.423 -0.241 2.194
C -5.773 -0.634 0.914
C -4.842 -1.267 0.118
C -3.540 -1.492 0.563
S -2.436 -2.308 -0.503
C 0.921 1.474 2.350
C 1.907 2.045 3.147
C 2.051 3.413 3.273
C 1.179 4.247 2.589
C 0.195 3.701 1.798
C 0.034 2.314 1.651
S -1.255 1.789 0.616
H 2.734 -0.622 2.953
H 2.608 -0.122 1.253
H 1.902 -1.663 1.785
H 0.410 0.131 4.362
H 0.497 -1.498 3.669
H -1.708 0.541 3.121
H -1.793 -0.744 4.361
H -2.438 -2.894 3.690
H -0.779 -3.043 3.058
H -2.163 -3.419 2.008
H -3.906 -0.190 3.676
H -6.146 0.245 2.834
H -6.765 -0.444 0.536
H -5.099 -1.608 -0.876
H 2.579 1.399 3.696
H 2.829 3.819 3.904
H 1.267 5.321 2.686
H -0.490 4.335 1.254
C 2.935 -1.401 -4.400
N 2.633 -1.251 -2.997
C 3.792 -1.393 -2.146
P 1.333 -0.387 -2.372
O 1.133 -0.815 -0.967
N 1.592 1.256 -2.468
C 1.649 2.105 -1.301
C 1.916 1.904 -3.717
N 0.128 -0.749 -3.478
C -1.001 0.144 -3.663
C -0.237 -2.157 -3.502
H 3.314 -2.413 -4.576
H 3.705 -0.694 -4.729
H 2.033 -1.256 -4.987
H 4.176 -2.414 -2.217
H 3.501 -1.196 -1.115
H 4.592 -0.702 -2.433
H 1.465 1.492 -0.421
H 0.882 2.886 -1.343
H 2.630 2.579 -1.206
H 1.780 1.207 -4.541
H 2.951 2.259 -3.711
H 1.270 2.770 -3.878
H -0.753 1.141 -3.299
H -1.889 -0.212 -3.126
H -1.243 0.202 -4.728
H 0.625 -2.749 -3.190
H -0.531 -2.445 -4.515
H -1.071 -2.367 -2.820
```

Atomic partial charges in e from the Mulliken method, atoms 1 to 2: Ca 1.25; C -1.40

---

Entry 4:
ORCA calculation (wB97M-V/def2-TZVPD) on a cluster of 5 separate species, C22H36F12N3O8 in total.

The value obtained for the calculated total energy is -2824.0963 Ha. The calculation puts the energy above the lowest of the compared OMol25 structures with the same formula, charge and spin at 122.21 kcal/mol. The total charge is +1.

```
81
C22H36F12N3O8 (wB97M-V/def2-TZVPD)
C -3.063 1.628 -2.139
C -3.533 0.210 -1.438
C -2.221 -0.394 -0.663
C -1.738 -1.879 -1.162
C -0.556 -2.359 -0.081
N -1.084 -1.917 -2.526
C -1.627 -1.458 -3.706
N -1.247 -0.094 -4.307
N -2.682 -2.264 -4.465
H -3.608 2.524 -1.584
H -3.322 1.594 -3.303
H -1.915 1.844 -2.075
H -3.855 -0.549 -2.296
H -4.450 0.384 -0.728
H -1.279 0.306 -0.667
H -2.533 -0.511 0.479
H -2.622 -2.646 -1.046
H -0.918 -2.197 1.041
H 0.345 -1.592 -0.239
H -0.168 -3.443 -0.296
H -0.133 -2.389 -2.610
H -0.502 -0.249 -5.025
H -0.837 0.521 -3.559
H -3.182 -2.928 -3.800
H -2.156 -2.884 -5.130
C 5.054 -2.931 3.751
C 4.476 -3.637 2.539
O 3.384 -4.485 2.926
C 2.162 -3.876 3.053
O 1.972 -2.677 2.864
C 1.087 -4.898 3.421
F 1.496 -5.774 4.384
F 0.718 -5.659 2.350
F -0.056 -4.325 3.892
H 5.338 -3.657 4.520
H 5.936 -2.346 3.474
H 4.319 -2.259 4.203
H 5.239 -4.284 2.093
H 4.167 -2.925 1.766
C 2.557 1.195 8.197
C 3.812 2.047 8.242
O 4.853 1.448 7.455
C 4.820 1.711 6.109
O 3.964 2.405 5.568
C 6.007 1.054 5.404
F 6.233 -0.223 5.825
F 7.169 1.736 5.619
F 5.852 0.984 4.052
H 2.778 0.168 8.504
H 1.787 1.605 8.857
H 2.152 1.143 7.181
H 4.182 2.101 9.271
H 3.615 3.075 7.917
C -8.065 2.061 -2.699
C -6.986 2.649 -1.809
O -7.546 3.632 -0.925
C -8.121 3.152 0.224
O -8.181 1.960 0.514
C -8.631 4.304 1.091
F -9.286 5.259 0.371
F -7.615 4.946 1.737
F -9.501 3.899 2.059
H -8.597 2.854 -3.235
H -7.632 1.370 -3.428
H -8.811 1.520 -2.110
H -6.242 3.163 -2.426
H -6.457 1.871 -1.248
C 4.966 2.390 -6.686
C 5.215 1.477 -5.500
O 3.976 0.941 -5.011
C 3.500 -0.169 -5.662
O 4.064 -0.698 -6.615
C 2.207 -0.660 -5.011
F 1.345 0.355 -4.712
F 2.442 -1.315 -3.838
F 1.509 -1.527 -5.798
H 4.243 3.170 -6.427
H 5.896 2.863 -7.013
H 4.544 1.834 -7.529
H 5.657 2.053 -4.681
H 5.920 0.676 -5.747
```

Atomic partial charges in e from the Mulliken method, atoms 1 to 2: C -1.00; C -0.04

---

Entry 5:
ORCA calculation (wB97M-V/def2-TZVPD) on a cluster of 3 separate species, C22H36F3INO11PS2 in total.

As for the structure (SMILES): CC(=O)N(C)CCCC[C@@]1(P(=O)(O)O)OC(=O)O[C@]1(I)CCC(F)=C(F)F.O=S1(=O)CCCC1.O=S1(=O)CCCC1. The value obtained for the calculated total energy is -3477.2237 Ha.

```
77
C22H36F3INO11PS2 (wB97M-V/def2-TZVPD)
C -4.728 3.450 -1.529
C -3.898 3.269 -2.813
O -3.961 4.107 -3.650
N -3.113 2.075 -2.971
C -3.922 1.058 -3.670
C -1.819 2.334 -3.607
C -0.613 1.736 -2.796
C -0.735 0.201 -2.599
C 0.300 -0.438 -1.628
C 0.186 -0.001 -0.121
P -1.559 0.179 0.499
O -1.699 0.083 1.958
O -2.304 1.517 -0.018
O -2.371 -1.086 -0.143
O 0.558 -1.235 0.576
C 1.163 -0.867 1.772
O 1.627 -1.550 2.556
O 1.150 0.544 1.830
C 1.308 0.892 0.466
I 3.324 0.042 0.014
C 1.505 2.353 0.044
C 0.469 3.380 0.574
C 0.343 3.426 2.098
F 1.441 3.260 2.861
C -0.890 3.602 2.659
F -1.557 2.664 3.293
F -1.516 4.760 2.561
H -5.538 2.697 -1.532
H -5.139 4.467 -1.471
H -4.132 3.289 -0.618
H -3.713 0.988 -4.751
H -3.801 0.056 -3.212
H -4.987 1.313 -3.506
H -1.610 3.411 -3.700
H -1.753 1.844 -4.600
H 0.334 1.985 -3.315
H -0.589 2.216 -1.802
H -0.527 -0.250 -3.588
H -1.783 -0.045 -2.366
H 0.081 -1.531 -1.612
H 1.312 -0.318 -2.036
H -2.755 1.912 0.748
H -3.175 -1.203 0.390
H 1.499 2.417 -1.056
H 2.502 2.692 0.364
H 0.837 4.380 0.245
H -0.531 3.291 0.125
O 0.929 -2.134 -3.949
S 1.402 -3.322 -3.281
O 2.157 -3.262 -2.056
C 0.019 -4.431 -3.056
C -0.009 -5.262 -4.334
C 1.453 -5.618 -4.632
C 2.279 -4.336 -4.473
H -0.892 -3.857 -2.895
H 0.230 -5.053 -2.186
H -0.627 -6.152 -4.218
H -0.420 -4.670 -5.156
H 1.797 -6.369 -3.918
H 1.570 -6.038 -5.631
H 3.279 -4.542 -4.100
H 2.339 -3.779 -5.407
O 4.499 -1.353 7.747
S 4.085 -0.410 6.737
O 5.039 0.354 5.972
C 2.958 -1.230 5.619
C 1.585 -1.026 6.247
C 1.555 0.432 6.720
C 2.872 0.703 7.455
H 3.235 -2.277 5.519
H 3.025 -0.730 4.653
H 0.786 -1.238 5.537
H 1.463 -1.694 7.104
H 1.474 1.093 5.853
H 0.698 0.630 7.364
H 3.207 1.730 7.322
H 2.794 0.473 8.517
```

Atomic partial charges in e from the Mulliken method, atoms 1 to 2: C -0.81; C 0.38

---

Entry 6:
ORCA calculation (wB97M-V/def2-TZVPD) on a cluster of 12 separate species, C22H36F5N7O29 in total.

As for the structure (SMILES): O=C1OC[C@@H](F)O1.O=C1OC[C@@H](F)O1.O=C1OC[C@@H](F)O1.O=C1OC[C@@H](F)O1.O=C1OC[C@@H](F)O1.C[N+](=O)[O-].C[N+](=O)[O-].C[N+](=O)[O-].C[N+](=O)[O-].C[N+](=O)[O-].C[N+](=O)[O-].C[N+](=O)[O-]. The value obtained for the calculated total energy is -3923.7326 Ha. The calculation puts the energy above the lowest of the compared OMol25 structures with the same formula, charge and spin at 139.40 kcal/mol.

```
99
C22H36F5N7O29 (wB97M-V/def2-TZVPD)
O -4.458 -1.206 1.549
C -4.714 -2.314 1.130
O -5.860 -2.867 1.342
C -5.827 -4.288 1.148
C -4.572 -4.398 0.420
F -4.942 -4.524 -0.889
O -3.892 -3.163 0.627
H -5.517 -4.693 2.112
H -6.714 -4.726 0.691
H -3.984 -5.260 0.734
O 6.857 -6.634 -1.751
C 6.382 -5.523 -1.820
O 6.645 -4.469 -1.062
C 5.845 -3.381 -1.308
C 5.297 -3.761 -2.746
F 6.147 -3.375 -3.684
O 5.466 -5.179 -2.771
H 5.058 -3.449 -0.556
H 6.307 -2.395 -1.264
H 4.325 -3.436 -3.118
O 1.307 0.547 6.669
C 0.571 1.457 6.222
O 0.780 2.725 6.272
C -0.530 3.323 6.150
C -1.347 2.373 5.268
F -0.951 2.600 3.939
O -0.688 1.218 5.831
H -0.886 3.475 7.169
H -0.612 4.308 5.692
H -2.424 2.297 5.418
O 4.583 1.358 -0.628
C 4.647 1.751 0.536
O 5.672 2.538 1.040
C 5.447 2.713 2.433
C 4.052 2.203 2.700
F 3.204 3.234 2.838
O 3.736 1.564 1.486
H 6.282 2.322 3.015
H 5.502 3.763 2.721
H 3.926 1.493 3.518
O -4.474 3.620 -0.285
C -4.843 4.052 0.806
O -5.856 3.614 1.542
C -5.903 4.403 2.705
C -4.782 5.400 2.647
F -3.946 5.340 3.679
O -4.091 4.981 1.496
H -6.939 4.727 2.612
H -5.862 3.769 3.591
H -5.293 6.359 2.562
C 1.794 -7.434 -0.096
N 1.077 -6.331 -0.776
O 1.253 -6.303 -2.001
O 0.340 -5.599 -0.193
H 1.354 -7.529 0.897
H 2.841 -7.211 0.109
H 1.619 -8.340 -0.675
C 0.068 -3.746 4.336
N 1.398 -3.622 3.834
O 1.768 -2.477 3.577
O 2.034 -4.676 3.608
H -0.572 -3.509 3.486
H -0.088 -3.093 5.195
H -0.205 -4.708 4.771
C -1.630 -3.845 -5.166
N -2.736 -2.902 -5.371
O -3.318 -2.581 -4.354
O -3.032 -2.474 -6.503
H -1.776 -4.330 -4.201
H -0.778 -3.166 -5.144
H -1.608 -4.595 -5.957
C -0.232 0.271 -0.229
N 0.558 -0.464 -1.243
O 0.337 -0.230 -2.476
O 1.300 -1.303 -0.835
H -1.256 0.288 -0.602
H 0.197 1.253 -0.031
H -0.244 -0.322 0.686
C 0.653 6.401 1.128
N 1.512 6.407 -0.075
O 1.406 7.329 -0.895
O 2.101 5.425 -0.328
H 0.198 5.422 1.272
H -0.072 7.210 1.038
H 1.363 6.576 1.937
C -3.421 2.681 -5.114
N -4.205 2.828 -6.390
O -4.033 2.023 -7.311
O -4.802 3.862 -6.556
H -4.120 2.149 -4.468
H -3.195 3.688 -4.762
H -2.605 1.999 -5.350
C 2.661 3.256 -4.777
N 3.261 2.461 -5.939
O 2.604 1.901 -6.772
O 4.494 2.498 -5.966
H 1.783 2.707 -4.434
H 2.428 4.180 -5.306
H 3.397 3.491 -4.008
```

Atomic partial charges in e from the Mulliken method, atoms 1 to 2: O -0.61; C 0.67